# 1
37
Properties=species:S:1:pos:R:3:forces:R:3:nbo_charge:R:1 method="wB97M-V/def2-TZVPD" orbital_gap_ev="8.1 / 5.1" spin_multiplicity=4 homo_energy_ev="-11.78 / -11.77" charge=+1 s2=3.780
Ag -39.865659 16.640101 -8.284578 -2.473 -1.431 -0.294 1.175
Ag -37.576024 17.993067 -10.242059 1.124 0.433 -0.575 1.227
Cs -39.891409 17.196761 -4.350983 0.187 0.065 0.355 0.991
Cs -35.546977 21.218666 -8.548429 0.357 0.101 0.451 0.989
P -39.298400 15.710730 -10.866948 1.585 1.336 -0.437 2.400
O -39.725950 14.962580 -9.598882 -0.508 -0.309 -0.155 -0.968
O -39.609717 17.214832 -10.378081 -1.762 -1.133 -1.121 -1.049
O -39.885470 15.319019 -12.245412 1.008 0.346 1.749 -0.660
O -37.720937 15.779182 -11.004875 -1.859 -0.426 -0.741 -0.894
P -37.926211 18.470027 -7.479482 2.026 0.762 0.237 2.535
O -39.327392 18.251422 -6.943847 -0.960 0.364 1.187 -1.249
O -36.876316 18.722574 -6.347866 -3.189 -0.085 -2.983 -1.221
O -37.793554 19.482901 -8.657827 0.172 0.250 0.565 -1.143
O -37.815010 17.169543 -8.352600 3.390 -0.735 0.702 -1.029
O -40.045621 20.814952 -7.067270 -0.368 0.632 0.014 -0.946
H -39.235599 21.324626 -7.048881 0.091 0.337 0.167 0.461
H -39.759613 19.906308 -6.973515 -0.328 -0.240 0.001 0.466
C -34.628993 16.573913 -6.525318 2.043 -0.005 0.753 -0.087
C -33.791130 17.714847 -5.830772 1.137 -2.061 -2.209 -0.100
O -34.348368 18.938863 -6.222370 0.151 0.335 0.561 -0.770
O -35.829194 16.397559 -5.879306 -1.260 -0.517 0.413 -0.739
H -34.108070 15.616484 -6.517463 0.271 0.042 0.160 0.185
H -34.789610 16.817656 -7.575505 0.141 0.309 -0.273 0.145
H -32.810592 17.636883 -6.300414 0.307 0.173 0.188 0.170
H -33.667903 17.562831 -4.758475 -0.405 0.145 0.077 0.189
H -35.227408 18.759297 -5.880848 -0.182 1.230 -0.284 0.489
H -36.300471 17.188491 -6.151181 -0.590 -0.137 0.448 0.470
C -37.296244 21.061078 -3.896543 -0.575 0.300 0.168 -0.083
C -36.065184 20.303608 -3.486550 -1.892 -1.296 0.864 -0.108
O -36.148885 18.907066 -3.909720 0.465 0.931 0.773 -0.760
O -37.351734 21.260668 -5.255937 0.070 0.845 -2.484 -0.761
H -37.416077 22.065995 -3.491722 0.543 -0.080 0.535 0.200
H -38.212863 20.541835 -3.616734 -0.078 -0.447 0.543 0.137
H -36.271067 20.159883 -2.425859 1.208 0.567 0.415 0.195
H -35.172678 20.852077 -3.787747 0.235 -0.452 0.176 0.191
H -36.544463 18.823756 -4.780453 -0.170 0.198 0.014 0.475
H -37.305221 20.417649 -5.712838 0.085 -0.344 0.039 0.476

# 2
50
Properties=species:S:1:pos:R:3:forces:R:3:nbo_charge:R:1 method="wB97M-V/def2-TZVPD" orbital_gap_ev=6.9 spin_multiplicity=1 homo_energy_ev=-9.67 charge=+1
Mg 0.000000 0.000000 0.000000 -1.486 -2.371 -0.787 1.627
C 2.469100 -0.344000 1.394200 0.323 -0.823 0.208 -0.279
N 2.062200 0.045900 0.047200 2.004 -0.252 -0.921 -0.704
C 2.472400 1.400800 -0.309100 0.630 0.166 -0.646 -0.287
C 1.305200 2.311300 -0.337200 -0.112 1.890 -0.063 0.400
N 0.045900 1.944000 -0.319200 1.237 0.419 -0.198 -0.656
C -0.681000 3.102100 -0.414100 -1.808 0.855 -0.150 0.152
C -2.069700 3.290700 -0.441400 -0.218 0.476 0.024 -0.217
C -2.568600 4.593200 -0.570400 0.286 -0.961 0.097 -0.198
C -1.701400 5.684900 -0.668500 0.795 0.132 -0.003 -0.184
C -0.311400 5.516900 -0.636900 -0.658 -0.099 0.015 -0.233
C 0.156900 4.207600 -0.507100 -0.356 0.388 -0.034 0.098
N 1.419200 3.674800 -0.444100 0.908 -0.824 0.065 -0.508
C 1.306700 -0.350100 2.309700 -0.533 0.047 1.610 0.404
N 0.047200 -0.319200 1.944700 1.321 0.779 1.050 -0.610
C -0.678200 -0.401800 3.104600 -1.258 -0.032 0.753 0.072
C -2.066700 -0.413700 3.296300 0.731 -0.449 9.320 -0.305
C -2.564100 -0.533800 4.600200 0.865 -0.008 -0.379 -0.172
C -1.695700 -0.637900 5.690400 0.599 -0.029 0.276 -0.190
C -0.305800 -0.621300 5.519400 -0.640 0.031 -0.188 -0.238
C 0.161200 -0.500200 4.208800 -0.260 -0.103 0.507 0.179
N 1.422700 -0.452600 3.673000 0.916 -0.033 -0.525 -0.530
H 3.285900 0.266900 1.795300 -0.131 0.058 -0.090 0.214
H 2.856000 -1.370000 1.348300 -0.119 0.086 0.017 0.259
H 2.515400 -0.616900 -0.624500 -0.890 0.717 0.863 0.430
H 2.894400 1.373400 -1.321800 -0.016 0.084 0.112 0.245
H 3.263900 1.799100 0.336000 -0.118 -0.032 0.010 0.220
H -2.729800 2.434100 -0.366100 0.025 0.372 0.033 0.226
H -3.643800 4.751300 -0.595900 0.216 -0.028 0.011 0.231
H -2.115400 6.685900 -0.771200 0.136 -0.203 0.022 0.233
H 0.359900 6.364500 -0.712900 -0.053 -0.089 0.012 0.233
H 2.280900 4.195600 -0.490000 -0.011 -0.094 0.015 0.431
H -2.727700 -0.334200 2.440900 -7.048 0.758 10.965 0.297
H -3.639200 -0.547600 4.760600 0.205 0.070 -0.037 0.226
H -2.108600 -0.733600 6.692500 0.159 0.016 -0.159 0.229
H 0.366400 -0.702200 6.365800 -0.051 0.005 -0.087 0.231
H 2.285300 -0.507500 4.192200 -0.065 -0.030 -0.096 0.429
N -4.910600 -0.428800 2.318000 -0.090 -0.192 -0.425 -0.809
C -4.187600 -0.212900 1.147000 -0.632 0.171 -1.173 0.338
C -2.793400 -0.217400 1.123800 0.284 0.527 -9.215 -0.154
N -2.065300 0.000000 0.000000 -3.248 0.362 -0.535 -0.478
C -2.795600 0.244600 -1.108300 0.590 -0.263 0.165 -0.047
C -4.180000 0.263700 -1.090300 -0.678 -0.191 0.994 0.016
N -4.901000 0.035200 0.033600 1.245 0.230 -0.499 -0.392
H -4.650400 -1.300500 2.764700 -0.208 0.095 0.192 0.390
H -5.895500 -0.415800 2.062900 0.097 -0.112 0.316 0.406
H -2.218700 -0.393100 2.026000 6.930 -1.084 -10.460 0.278
H -2.236500 0.429300 -2.018200 -0.155 0.003 -0.103 0.210
H -4.753900 0.465900 -1.987400 0.092 -0.026 0.021 0.220
H 0.000000 -1.773600 0.000000 0.249 -0.411 -0.897 -0.732

# 3
20
Properties=species:S:1:pos:R:3:forces:R:3:nbo_charge:R:1 method="wB97M-V/def2-TZVPD" relative_energy_ev=2.866 orbital_gap_ev=9.9 spin_multiplicity=1 homo_energy_ev=-9.25
C 1.653476 2.585234 1.854451 -2.270 0.036 -0.721 0.073
C -1.845252 0.419545 0.268263 -2.018 1.741 1.955 -0.211
C -1.634183 0.186132 -1.040086 -0.723 -1.063 1.615 -0.150
C -0.591205 -0.164476 0.804726 -0.236 0.254 -3.304 0.004
C -0.379792 -0.522214 -0.698631 2.067 -2.681 -0.150 -0.087
C 0.243318 -0.156134 1.819774 -0.918 -0.884 0.058 -0.439
C 0.859613 0.147267 -1.294755 -1.098 1.709 -1.826 -0.615
C -0.346067 -2.126324 -1.046685 -0.217 3.577 -1.846 -0.597
N 2.681820 2.886465 2.200142 2.505 0.408 0.806 -0.314
H -2.645224 0.929691 0.875674 0.612 -0.483 -0.961 0.198
H -2.192065 0.177802 -1.969471 0.044 0.546 0.226 0.227
H 0.647994 2.473560 1.537334 -0.181 -0.330 -0.113 0.237
H 1.138884 -0.719953 1.921209 0.839 -0.218 -0.664 0.214
H -0.109942 0.160943 2.743917 -0.601 0.923 1.674 0.196
H 1.227441 -0.546323 -2.070363 0.391 0.937 0.100 0.216
H 1.580877 0.406006 -0.571015 1.169 -0.425 0.894 0.221
H 0.629014 1.257789 -1.709813 0.187 -2.698 0.415 0.207
H -1.213296 -2.717918 -0.916551 -1.235 -0.092 0.533 0.214
H 0.449185 -2.592419 -0.571216 1.664 -0.750 0.895 0.209
H -0.154594 -2.084672 -2.136903 0.019 -0.506 0.414 0.197

# 4
35
Properties=species:S:1:pos:R:3:forces:R:3:nbo_charge:R:1 method="wB97M-V/def2-TZVPD" relative_energy_ev=0.000 orbital_gap_ev=10.7 spin_multiplicity=1 homo_energy_ev=-13.16 charge=+1
C -1.322866 3.140122 -0.537245 2.846 -3.148 0.975 0.759
C -0.930407 2.418008 2.584535 -2.146 2.884 2.473 -0.656
C 0.898676 -2.354155 -0.285468 2.846 -0.346 0.282 -0.425
C 1.775019 -0.680866 -1.893570 -1.047 -0.348 0.820 -0.409
C -0.310263 -1.808790 -2.316233 -3.932 -0.050 -0.127 -0.439
C -0.119039 1.770280 1.544373 -1.765 -1.264 -1.568 -0.358
C -0.903568 1.783771 0.129399 0.616 -1.981 -1.452 0.365
C 0.088953 0.293916 1.888558 -2.241 0.134 -1.263 0.694
N 1.134461 -0.065362 2.552794 3.201 0.346 2.266 -0.763
N -2.344849 1.154522 0.387920 0.251 0.879 -0.845 -0.772
N 0.537268 -1.302729 -1.239193 0.216 1.451 -1.416 -0.465
O -0.715512 3.402766 -1.627705 0.635 1.042 -1.463 -0.613
O -2.153892 3.733928 0.005054 -3.668 3.249 1.512 -0.576
O -0.308510 1.053832 -0.916644 -0.395 0.123 1.855 -0.865
O -0.773828 -0.527560 1.563199 -0.167 -0.012 0.074 -0.691
H -1.202734 3.508151 2.346039 0.921 -1.451 0.338 0.261
H -0.734302 2.352943 3.691892 1.359 0.192 -1.178 0.257
H -1.900113 2.023173 2.730804 -1.458 -0.947 -0.690 0.212
H 1.908531 -2.083348 0.273858 -1.939 -0.439 -1.337 0.207
H 0.181993 -2.395037 0.512064 -0.645 -0.493 -0.024 0.243
H 1.089574 -3.314283 -0.865903 -0.408 1.009 1.054 0.219
H 2.239336 -1.357405 -2.581406 0.218 -0.787 -0.279 0.207
H 1.497393 0.206908 -2.510720 0.283 -0.412 1.164 0.232
H 2.401259 -0.605259 -1.003298 0.463 1.111 -0.664 0.214
H -1.214184 -2.465847 -1.959780 1.716 1.329 -0.085 0.224
H -0.814296 -0.967567 -2.906626 0.974 -0.889 0.927 0.225
H 0.169435 -2.442747 -3.023555 0.964 -0.422 -0.451 0.213
H 0.741694 2.349755 1.487286 1.978 0.565 -0.687 0.248
H 1.247535 -0.965181 3.003470 -0.501 -0.083 -0.420 0.424
H 1.723054 0.646096 2.984961 -0.149 -0.199 -0.454 0.408
H -2.996489 1.992111 0.373525 0.559 -1.211 0.799 0.463
H -0.152505 2.631396 -1.818290 0.170 -0.391 -0.141 0.526
H -2.521677 0.620430 -0.487234 0.134 0.138 0.886 0.442
H -0.025505 -0.175020 -0.850426 0.447 -0.080 0.013 0.508
H -2.274558 0.511817 1.218446 -0.333 0.504 -0.892 0.480

Per-record total energy, eV: -58658.851 -38435.656 -9960.258 -21273.748
Per-record F_max, eV/A: 4.4 13.1 4.0 5.1